Entry 1:
C32H38N10O2RhS3 | ωB97M-V/def2-TZVPD

Element x y z (Å)
1 Rh -0.61557 -0.04201 1.26108
2 C -3.36343 -3.00377 2.94071
3 C -2.44732 -2.27411 2.00504
4 N -1.34712 -1.67161 2.45824
5 N -0.95894 -1.88215 3.76162
6 C 0.23180 -1.41887 4.00048
7 N 0.69220 -1.55650 5.31421
8 S 1.28987 -0.60807 2.89002
9 C -2.66254 -2.20174 0.60548
10 C -3.82564 -2.69076 -0.05507
11 C -3.91838 -2.64093 -1.41499
12 C -2.85711 -2.08599 -2.17078
13 C -1.78461 -1.57712 -1.47100
14 N -1.65659 -1.61206 -0.14831
15 H -3.96696 -2.30164 3.52453
16 H -2.77360 -3.57901 3.65328
17 H -4.03520 -3.67608 2.41238
18 H 0.28428 -2.35359 5.78239
19 H 1.69834 -1.52037 5.37574
20 H -4.64465 -3.08884 0.52751
21 H -4.80684 -3.01562 -1.91012
22 H -2.88546 -2.03279 -3.24934
23 H -0.97013 -1.09624 -2.00805
24 N -1.58323 2.54141 4.69638
25 C -1.20035 3.58349 3.88225
26 C -0.84535 3.01386 2.70045
27 N -0.99802 1.65328 2.78671
28 C -1.44652 1.39862 3.98938
29 H -1.90515 2.60745 5.64526
30 H -1.22922 4.60703 4.20509
31 H -0.51479 3.48944 1.79301
32 H -1.64135 0.41577 4.38698
33 N -4.21410 2.65926 -6.24086
34 C -3.71551 2.77307 -4.93964
35 C -3.04270 3.92465 -4.53865
36 C -2.57523 4.04611 -3.24041
37 C -2.78417 3.02391 -2.33025
38 C -3.45812 1.87202 -2.71967
39 C -3.92180 1.74826 -4.01453
40 S -2.16004 3.13074 -0.67196
41 O -3.28808 3.18933 0.21913
42 O -1.22978 4.24012 -0.65929
43 N -1.44631 1.72561 -0.43758
44 C -0.33688 1.41342 -1.12524
45 S 0.14592 1.92169 -2.73008
46 C 1.50188 0.85459 -2.64658
47 C 1.52941 0.20741 -1.46087
48 N 0.49179 0.52453 -0.61862
49 H -3.72539 3.21647 -6.92391
50 H -4.33795 1.70990 -6.55566
51 H -2.87804 4.72264 -5.25348
52 H -2.02494 4.92164 -2.92433
53 H -3.58900 1.06435 -2.01051
54 H -4.43674 0.84534 -4.32091
55 H 2.19264 0.75847 -3.46292
56 H 1.88663 -1.70399 -1.17234
57 C 2.83113 2.42947 0.03239
58 C 4.09248 1.56942 -0.15704
59 C 4.63971 1.49314 -1.59561
60 C 3.99211 0.19931 0.49407
61 C 4.73879 0.02168 1.65684
62 C 4.83550 -1.19173 2.30255
63 C 4.18392 -2.28010 1.75044
64 C 3.40494 -2.16346 0.61081
65 C 2.72547 -3.44024 0.12402
66 C 3.02750 -3.82508 -1.33704
67 C 1.22459 -3.48804 0.42587
68 C 3.26495 -0.89679 -0.00209
69 N 2.41661 -0.84767 -1.13241
70 H 2.77553 3.22118 -0.71594
71 H 2.84932 2.89592 1.01832
72 H 1.91088 1.85089 -0.01655
73 H 4.87545 2.07509 0.41470
74 H 4.43441 0.53410 -2.06221
75 H 5.72410 1.61934 -1.58680
76 H 4.21338 2.27221 -2.22720
77 H 5.27650 0.87868 2.04774
78 H 5.42139 -1.29304 3.20612
79 H 4.25822 -3.25092 2.22607
80 H 3.18145 -4.22652 0.73327
81 H 2.27885 -3.45334 -2.03875
82 H 3.02892 -4.91237 -1.43251
83 H 3.99905 -3.45098 -1.66059
84 H 0.65935 -2.66393 -0.01230
85 H 1.04376 -3.42844 1.49817
86 H 0.79585 -4.41782 0.04425

Its total charge is -1. Its orbital gap (spin up / spin down) is 0.1698 / 0.2414 Ha. The relative energy (zero: lowest compared OMol25 entry of this formula, charge and spin) comes out at 0.0 kcal per mole. As for the spin multiplicity: 5.

***

Entry 2:
C28H56O21 | ωB97M-V/def2-TZVPD

Element x y z (Å)
1 C -1.81776 2.35109 -6.07361
2 C -2.14071 2.77123 -4.60126
3 O -3.40990 3.40270 -4.55421
4 C -4.39173 2.65896 -3.85167
5 C -4.64464 1.21478 -4.37731
6 O -4.54043 0.21215 -3.37429
7 C -3.30360 -0.46566 -3.39314
8 C -3.43091 -1.85658 -2.72923
9 O -3.32262 -1.77856 -1.31312
10 C -1.99082 -1.67779 -0.89936
11 O -1.91512 -1.88598 0.50555
12 C -2.85406 -1.08647 1.11581
13 O -2.80593 0.05919 1.08004
14 O -3.82177 -1.75707 1.74784
15 H -2.52315 2.89004 -6.71852
16 H -1.99050 1.27252 -6.22788
17 H -0.77099 2.54097 -6.34209
18 H -1.33182 3.46662 -4.31642
19 H -2.05915 1.92262 -3.90663
20 H -4.21209 2.61269 -2.75939
21 H -5.32847 3.22540 -3.96377
22 H -4.04052 0.96844 -5.26525
23 H -5.69011 1.18326 -4.72957
24 H -2.83572 -0.55214 -4.38798
25 H -2.59433 0.11228 -2.76567
26 H -4.45388 -2.19492 -2.94987
27 H -2.69434 -2.56902 -3.13894
28 H -1.62574 -0.64665 -1.06761
29 H -1.31602 -2.38414 -1.40650
30 H -3.95153 -2.55750 1.21016
31 C 1.59069 -4.11649 -5.79135
32 C 0.89396 -2.96477 -6.48555
33 O 0.27981 -2.08054 -5.53534
34 C 1.10774 -1.22267 -4.93202
35 O 2.29060 -1.11969 -5.12312
36 O 0.38931 -0.50293 -4.06209
37 C 1.16181 0.41419 -3.28095
38 H 0.90244 -4.62953 -5.11702
39 H 1.96625 -4.83238 -6.52299
40 H 2.43002 -3.76565 -5.19069
41 H 0.08740 -3.34479 -7.11161
42 H 1.57716 -2.41388 -7.13280
43 H 1.77220 1.05475 -3.91541
44 H 1.78760 -0.13076 -2.57406
45 H 0.46263 1.03606 -2.72438
46 C 0.63342 2.18626 2.77924
47 C 0.22022 1.85905 1.35979
48 O 0.72803 2.83805 0.43294
49 C 2.00592 2.70085 0.09582
50 O 2.75684 1.83481 0.47763
51 O 2.32674 3.69834 -0.73509
52 C 3.70076 3.71744 -1.12425
53 H 0.34326 3.20661 3.03563
54 H 0.16231 1.49825 3.48139
55 H 1.71480 2.11764 2.90300
56 H -0.86466 1.89291 1.27659
57 H 0.53775 0.85632 1.06983
58 H 4.01036 2.75360 -1.52698
59 H 4.32609 3.99464 -0.27550
60 H 3.80776 4.47155 -1.90014
61 C 5.09828 -4.84776 0.90072
62 C 6.35590 -4.10255 1.29832
63 O 6.45042 -2.84322 0.61906
64 C 5.70112 -1.86023 1.12640
65 O 4.98192 -1.94388 2.09262
66 O 5.87220 -0.77707 0.37393
67 C 5.06292 0.34375 0.76390
68 H 5.03900 -4.94531 -0.18471
69 H 5.08735 -5.84371 1.34541
70 H 4.20421 -4.31519 1.22657
71 H 7.23359 -4.67481 0.99996
72 H 6.41235 -3.95874 2.37852
73 H 5.19295 0.57122 1.82113
74 H 4.02340 0.14420 0.54362
75 H 5.38669 1.20101 0.18026
76 C -6.16494 1.14181 1.63547
77 C -6.83142 2.31303 0.94520
78 O -7.41569 3.21629 1.89671
79 C -6.56362 4.05068 2.49465
80 O -5.37801 4.12234 2.29715
81 O -7.25683 4.79290 3.36657
82 C -6.45416 5.68779 4.13636
83 H -6.86408 0.64901 2.31420
84 H -5.81342 0.41528 0.90260
85 H -5.31248 1.46574 2.23177
86 H -7.65169 1.95600 0.32296
87 H -6.13526 2.84303 0.29364
88 H -5.83029 6.30855 3.49527
89 H -5.83823 5.12724 4.83936
90 H -7.13029 6.33003 4.69591
91 C 4.06619 -3.87179 5.02775
92 C 4.40162 -2.39475 5.01362
93 O 3.66439 -1.68965 6.02908
94 C 4.14575 -1.79405 7.26675
95 O 5.13216 -2.40027 7.60136
96 O 3.33316 -1.11361 8.08553
97 C 3.69050 -1.19975 9.46456
98 H 2.98719 -4.01957 4.95172
99 H 4.55185 -4.38041 4.19375
100 H 4.39140 -4.34335 5.95606
101 H 4.10604 -1.96319 4.06493
102 H 5.47272 -2.22474 5.12979
103 H 4.73200 -0.92280 9.62012
104 H 3.50495 -2.20713 9.83697
105 H 3.05729 -0.50210 10.00784

Its orbital gap is 0.3635 Ha. As for the SMILES: CCOCCOCCOCOC(=O)O.CCOC(=O)OC.CCOC(=O)OC.CCOC(=O)OC.CCOC(=O)OC.CCOC(=O)OC. The relative energy (zero: lowest compared OMol25 entry of this formula, charge and spin) comes out at 49.5 kcal per mole.

***

Number 1: DFT total energy -3245.40021 hartree. Number 2: DFT total energy -2680.53155 hartree.